(1)
ORCA calculation (the ωB97M-V functional and the def2-TZVPD basis) on a 6-piece molecular cluster, C33H55N5O7 overall.

**LUMO level**: -0.820 eV
**Kohn-Sham gap**: 7.837 eV
**SMILES string**: CCCCC1=CC(=O)C=C(Cc2cccc(C)c2)C1=O.CNC(C)=O.CNC(C)=O.CNC(C)=O.CNC(C)=O.CNC(C)=O

Last column: Mulliken charge in e.
Atoms and positions in Å:
C 0.265 1.988 -2.036  -1.493
C -0.217 0.563 -1.742  -0.070
C 0.956 -0.365 -1.444  0.145
C 1.737 -0.052 -0.147  -1.747
C 0.936 0.178 1.106  1.227
C 0.242 1.283 1.386  0.196
C -0.459 1.389 2.686  -0.056
O -1.532 1.926 2.815  -0.588
C 0.273 0.774 3.821  -0.348
C 0.963 -0.334 3.572  0.459
C 1.811 -1.078 4.561  -1.658
C 3.263 -0.934 4.150  0.519
C 3.821 -1.772 3.177  -0.355
C 5.139 -1.622 2.758  -0.887
C 5.933 -0.618 3.318  -0.699
C 5.391 0.212 4.299  0.814
C 6.238 1.311 4.903  -1.439
C 4.069 0.058 4.718  -0.452
C 0.922 -0.865 2.171  0.287
O 0.853 -2.045 1.940  -0.760
H 0.907 2.352 -1.237  0.274
H 0.878 1.965 -2.935  0.464
H -0.612 2.605 -2.194  0.318
H -0.687 0.177 -2.644  0.517
H -0.925 0.579 -0.916  0.146
H 1.670 -0.246 -2.258  0.523
H 0.681 -1.414 -1.476  -0.463
H 2.398 0.806 -0.253  0.525
H 2.370 -0.917 0.047  0.249
H 0.209 2.103 0.684  0.275
H 0.264 1.224 4.804  0.499
H 1.680 -0.630 5.542  0.545
H 1.522 -2.126 4.582  0.308
H 3.191 -2.529 2.735  0.566
H 5.508 -2.296 2.000  0.427
H 6.947 -0.488 2.972  0.394
H 6.627 1.000 5.870  0.293
H 7.043 1.580 4.225  0.381
H 5.645 2.212 5.044  0.361
H 3.665 0.708 5.482  0.386
C -0.786 -5.673 -4.798  -0.995
N -0.241 -4.375 -4.464  0.066
C 0.421 -4.027 -3.342  0.934
C 0.646 -5.094 -2.299  -1.423
O 0.828 -2.879 -3.176  -0.652
H -0.334 -6.038 -5.723  0.344
H -1.865 -5.591 -4.945  0.259
H -0.598 -6.391 -4.007  0.370
H -0.365 -3.626 -5.131  0.156
H 1.181 -4.654 -1.462  0.168
H -0.311 -5.476 -1.944  0.338
H 1.244 -5.913 -2.703  0.503
C -1.942 -2.029 0.704  -0.647
N -1.829 -2.852 -0.485  0.256
C -2.710 -3.744 -0.985  0.930
C -4.015 -3.936 -0.249  -1.472
O -2.441 -4.360 -2.008  -0.600
H -1.887 -0.975 0.420  0.088
H -1.100 -2.252 1.363  0.020
H -2.881 -2.207 1.220  0.421
H -0.988 -2.764 -1.040  -0.102
H -4.605 -4.677 -0.779  0.348
H -3.835 -4.290 0.767  0.344
H -4.575 -3.001 -0.211  0.353
C -1.467 -2.964 -10.129  -0.870
N -1.292 -2.847 -8.694  -0.164
C -0.335 -2.162 -8.014  0.826
C 0.694 -1.412 -8.826  -1.391
O -0.319 -2.158 -6.794  -0.637
H -2.446 -2.575 -10.417  0.293
H -1.412 -4.012 -10.427  0.289
H -0.701 -2.409 -10.659  0.331
H -1.948 -3.323 -8.094  0.219
H 1.379 -0.922 -8.141  0.265
H 1.258 -2.098 -9.459  0.391
H 0.217 -0.655 -9.449  0.397
C -1.853 5.839 1.543  -0.847
N -1.718 5.234 0.233  -0.121
C -2.577 4.372 -0.374  0.836
C -3.832 4.001 0.381  -1.300
O -2.325 3.907 -1.472  -0.670
H -1.855 6.927 1.460  0.327
H -1.005 5.533 2.159  0.289
H -2.771 5.518 2.022  0.239
H -0.898 5.445 -0.314  0.232
H -4.403 3.305 -0.226  0.319
H -3.581 3.517 1.327  0.304
H -4.443 4.884 0.573  0.387
C -2.427 4.036 4.974  -0.520
N -1.082 4.149 5.509  -0.011
C -0.580 5.083 6.360  0.810
C -1.523 6.165 6.835  -1.296
O 0.585 5.038 6.717  -0.656
H -2.847 3.072 5.263  0.264
H -2.376 4.078 3.886  -0.058
H -3.068 4.832 5.339  0.385
H -0.404 3.457 5.230  0.057
H -0.978 6.827 7.501  0.302
H -1.899 6.746 5.991  0.331
H -2.364 5.733 7.378  0.359

(2)
ORCA calculation (the ωB97M-V functional and the def2-TZVPD basis) on C33H55N6OSSbSi3Y as an isolated structure.

**LUMO level**: -2.226 eV
**ΔE to the lowest compared entry with this formula, charge and spin**: 0.117 eV
**Kohn-Sham gap**: 7.884 eV
**Charge**: +1

Last column: Mulliken charge in e.
Atoms and positions in Å:
Y 0.629 -1.618 -1.267  0.084
C 3.987 -2.213 -1.048  -0.597
C 3.719 -1.912 0.385  -0.728
N 2.340 -1.413 0.640  0.346
C 1.781 -2.115 1.789  -0.110
C 1.432 -3.575 1.491  -1.288
N 0.755 -3.693 0.218  0.073
C 1.362 -4.745 -0.629  -0.824
C 2.764 -4.339 -1.181  -0.914
N 2.806 -2.923 -1.601  0.250
H 4.099 -1.255 -1.575  -0.262
H 4.901 -2.779 -1.139  0.613
H 3.883 -2.805 0.979  0.343
H 4.500 -1.248 0.747  0.530
H 2.387 -0.357 0.796  -0.318
H 2.460 -2.135 2.637  0.543
H 0.900 -1.566 2.134  -0.081
H 2.353 -4.164 1.541  0.371
H 0.805 -3.945 2.297  0.461
H -0.242 -3.975 0.308  0.374
H 1.431 -5.721 -0.129  0.528
H 0.689 -4.968 -1.488  0.418
H 3.547 -4.507 -0.452  0.346
H 3.008 -5.018 -2.000  0.430
H 2.771 -2.805 -2.629  0.300
S -1.925 -4.066 -4.723  -0.302
C -0.330 -4.022 -5.367  -0.590
C 0.546 -3.418 -4.488  -0.688
C -0.014 -3.038 -3.223  0.917
C -1.343 -3.391 -3.192  0.367
C -2.210 -3.201 -2.064  0.379
C -3.599 -3.486 -2.082  -1.260
C -4.346 -3.114 -1.007  -0.684
C -3.699 -2.414 0.053  -0.797
C -2.348 -2.342 0.063  -0.750
N -1.583 -2.671 -0.982  0.984
H -0.141 -4.415 -6.356  0.488
H 1.550 -3.205 -4.833  0.370
H -4.047 -3.949 -2.935  0.494
H -5.419 -3.272 -1.032  0.433
H -4.202 -2.152 0.956  0.590
H -1.835 -1.891 0.913  0.594
O 1.980 -0.353 -2.309  1.159
C 2.027 0.644 -3.154  0.178
C 3.230 1.071 -3.738  -1.146
C 3.277 2.121 -4.647  -0.599
C 2.133 2.835 -4.972  -1.037
C 0.930 2.410 -4.437  -1.362
C 0.842 1.305 -3.559  0.570
C -0.474 1.002 -2.997  -0.294
N -0.739 0.263 -1.896  1.009
C -2.086 0.444 -1.622  -0.199
C -2.632 1.234 -2.559  -1.211
N -1.618 1.576 -3.415  0.113
H 4.123 0.533 -3.474  0.438
H 4.261 2.381 -5.083  0.404
H 2.101 3.651 -5.642  0.478
H 0.039 2.913 -4.779  0.314
H -2.597 0.117 -0.740  0.242
H -3.625 1.611 -2.739  0.493
H -1.727 2.111 -4.230  0.152
C -4.266 2.323 1.003  -1.088
Si -3.150 2.515 2.509  0.457
C -2.865 4.329 2.983  -0.977
C -3.872 1.520 3.947  -1.099
Sb -0.919 1.267 2.048  -0.831
Si 0.110 1.467 4.274  0.667
C -0.617 0.074 5.319  -1.141
C 0.020 3.112 5.086  -1.094
C 1.905 1.021 4.023  -0.813
Si 0.371 3.086 0.802  0.154
C -0.783 3.834 -0.463  -0.517
C 0.931 4.497 1.888  -1.028
C 1.926 2.223 0.049  -0.088
H -5.237 2.630 1.273  0.513
H -4.366 1.309 0.626  0.262
H -3.950 2.956 0.151  0.241
H -3.550 4.800 3.672  0.467
H -2.758 4.960 2.077  0.349
H -1.901 4.444 3.478  0.074
H -4.879 1.845 4.220  0.457
H -3.318 1.688 4.854  0.244
H -3.821 0.421 3.726  0.282
H -1.674 0.247 5.549  0.275
H -0.092 0.001 6.278  0.402
H -0.564 -0.905 4.825  0.281
H -0.916 3.678 4.997  0.292
H 0.752 3.867 4.736  0.331
H 0.271 3.000 6.166  0.392
H 2.012 -0.052 3.909  0.108
H 2.506 1.345 4.885  0.495
H 2.278 1.574 3.100  0.099
H -1.602 4.275 0.096  0.160
H -1.163 3.185 -1.258  -0.011
H -0.294 4.634 -1.065  0.408
H 0.067 5.091 2.239  0.279
H 1.503 5.148 1.179  0.353
H 1.583 4.212 2.682  0.278
H 1.666 1.386 -0.621  -0.805
H 2.671 1.910 0.762  0.631
H 2.418 3.055 -0.533  0.408

(3)
ORCA calculation (the ωB97M-V functional and the def2-TZVPD basis) on a 3-piece molecular cluster, C33H56N10O10P overall.

**LUMO level**: -2.745 eV
**Kohn-Sham gap**: 8.237 eV
**Charge**: +1

Last column: Mulliken charge in e.
Atoms and positions in Å:
C 4.665 -3.272 -1.685  -1.572
C 3.125 -3.112 -1.831  0.338
C 2.833 -1.698 -2.378  -1.933
C 1.431 -1.103 -2.134  0.425
C 1.461 0.321 -2.788  -1.596
C 0.954 -1.084 -0.635  0.829
C 2.022 -0.886 0.425  -1.327
C 3.008 0.227 0.149  -0.416
O 2.740 1.371 0.036  -0.543
O 4.294 -0.170 0.095  -0.432
N -0.117 -0.035 -0.637  1.088
C -0.334 0.770 0.555  -1.214
N -0.848 0.040 1.721  -0.002
C -1.248 -0.558 -1.256  -0.906
N -1.988 0.183 -2.022  0.824
C -1.664 1.597 -2.156  -1.559
O -2.091 2.080 -3.410  -0.348
C -2.231 3.468 -3.357  0.663
C -0.937 4.270 -3.416  -1.003
O -3.262 3.986 -3.312  -0.432
C -3.137 -0.342 -2.795  -2.273
C -4.557 0.133 -2.369  1.656
N -4.552 1.103 -1.280  -0.604
N -5.485 -0.969 -2.037  -0.630
N -5.154 0.811 -3.528  -0.631
N -1.318 -1.881 -0.916  0.702
C -2.551 -2.513 -0.447  -2.222
C -3.358 -1.738 0.629  1.041
C -3.222 -2.278 2.058  -0.832
C -4.077 -1.359 2.985  -0.878
O -3.338 -0.958 4.123  -0.408
C -3.401 0.428 4.373  -0.724
C -0.003 -2.333 -0.406  -0.580
O 0.274 -3.467 -1.211  -0.426
P 0.167 -3.147 1.300  0.331
N 1.468 -4.033 1.256  -0.784
H 4.956 -2.943 -0.686  0.313
H 4.984 -4.288 -1.892  0.469
H 5.151 -2.601 -2.396  0.270
H 2.637 -3.365 -0.892  -0.056
H 2.818 -3.857 -2.570  0.513
H 2.948 -1.759 -3.463  0.693
H 3.642 -1.042 -2.057  0.526
H 0.742 -1.668 -2.763  0.718
H 0.547 0.471 -3.362  0.282
H 2.285 0.344 -3.500  0.567
H 1.633 1.114 -2.065  0.222
H 1.637 -0.731 1.432  1.019
H 2.593 -1.816 0.471  0.470
H 4.740 0.434 -0.517  0.420
H -1.089 1.519 0.297  0.420
H 0.546 1.334 0.856  0.481
H -0.218 0.082 2.513  0.402
H -1.731 0.430 2.018  -0.229
H -0.612 1.825 -2.000  0.814
H -2.222 2.136 -1.379  0.468
H -0.374 4.110 -2.494  0.274
H -1.163 5.311 -3.592  0.362
H -0.349 3.869 -4.245  0.334
H -3.005 0.022 -3.809  0.396
H -3.037 -1.419 -2.885  1.029
H -5.476 1.250 -0.897  0.368
H -3.885 0.893 -0.550  -0.113
H -5.871 -0.876 -1.112  0.193
H -5.103 -1.889 -2.203  0.282
H -5.227 1.804 -3.350  0.299
H -6.056 0.403 -3.727  0.302
H -3.255 -2.733 -1.247  0.736
H -2.345 -3.492 -0.022  0.811
H -3.148 -0.669 0.649  -0.707
H -4.413 -1.832 0.376  0.502
H -3.674 -3.268 2.125  0.568
H -2.214 -2.220 2.455  0.325
H -5.042 -1.815 3.227  0.469
H -4.305 -0.441 2.420  0.308
H -2.654 0.640 5.128  0.301
H -4.374 0.763 4.748  0.344
H -3.153 1.051 3.497  0.199
H -0.242 -3.347 -2.020  0.540
H -0.927 -4.004 1.572  0.125
H 0.301 -2.223 2.346  0.069
H 1.247 -5.011 1.399  0.274
C -4.977 6.604 4.990  -0.411
C -5.889 5.779 5.635  -0.471
C -5.489 4.542 6.114  -0.337
C -4.173 4.148 5.943  0.180
C -3.254 4.956 5.295  -0.347
C -3.662 6.190 4.817  -0.479
N -3.741 2.846 6.471  1.010
O -4.575 2.151 7.017  -0.579
O -2.568 2.537 6.332  -0.610
H -5.291 7.572 4.622  0.385
H -6.912 6.103 5.768  0.380
H -6.201 3.903 6.617  0.451
H -2.230 4.639 5.163  0.448
H -2.954 6.834 4.312  0.381
C 10.694 -0.848 -0.741  -0.422
C 10.484 -0.214 -1.959  -0.428
C 9.673 -0.803 -2.916  -0.383
C 9.078 -2.021 -2.638  0.090
C 9.284 -2.667 -1.431  -0.256
C 10.098 -2.074 -0.479  -0.493
N 8.199 -2.638 -3.642  1.053
O 8.051 -2.054 -4.700  -0.617
O 7.666 -3.693 -3.353  -0.588
H 11.324 -0.383 0.007  0.384
H 10.951 0.740 -2.161  0.377
H 9.512 -0.309 -3.863  0.456
H 8.819 -3.620 -1.224  0.445
H 10.265 -2.567 0.469  0.387

(4)
ORCA calculation (the ωB97M-V functional and the def2-TZVPD basis) on C33H57BeN3O5Si as an isolated structure.

**LUMO level**: -0.419 eV
**ΔE to the lowest compared entry with this formula, charge and spin**: 0.596 eV
**Kohn-Sham gap**: 4.024 eV

Last column: Mulliken charge in e.
Atoms and positions in Å:
O 0.768 2.046 2.185  0.286
O 3.285 2.160 1.220  0.012
C 0.167 3.453 2.079  -0.085
C -1.189 3.389 2.725  -1.514
H 0.135 3.659 1.000  0.269
H 0.866 4.135 2.576  0.468
H -1.815 2.594 2.302  0.329
H -1.700 4.340 2.545  0.474
H -1.114 3.254 3.812  0.360
C 1.211 1.646 3.599  -0.298
C 2.028 2.704 4.289  -1.099
H 1.749 0.709 3.440  0.442
H 0.248 1.455 4.075  0.521
H 2.973 2.901 3.765  0.085
H 2.283 2.342 5.292  0.443
H 1.477 3.644 4.413  0.381
C 4.155 1.012 1.356  -0.022
C 3.768 3.236 0.391  -0.001
C 4.951 1.061 2.635  -1.363
H 4.815 0.958 0.477  0.435
H 3.498 0.134 1.342  -0.050
H 5.648 1.906 2.641  0.284
H 5.544 0.145 2.718  0.463
H 4.301 1.123 3.515  0.227
C 4.882 4.025 1.041  -1.535
H 2.896 3.871 0.204  0.192
H 4.095 2.821 -0.574  0.191
H 4.615 4.350 2.054  0.282
H 5.070 4.920 0.442  0.443
H 5.813 3.450 1.075  0.335
H 1.543 1.953 1.549  0.014
N -2.525 -0.742 -1.044  1.938
C -2.866 -1.313 -2.210  1.396
C -1.966 -2.122 -2.917  -1.164
C -0.781 -2.662 -2.410  1.112
C -4.226 -1.070 -2.793  -1.753
H -4.382 -0.010 -3.044  0.264
H -5.025 -1.402 -2.114  0.251
H -4.292 -1.655 -3.720  0.494
C 0.060 -3.537 -3.287  -1.789
H -0.003 -4.592 -2.986  0.332
H 1.116 -3.228 -3.294  0.163
H -0.309 -3.463 -4.317  0.506
N -0.436 -2.463 -1.119  2.118
C -3.434 0.062 -0.279  -1.405
C -3.481 1.462 -0.461  1.603
C -2.570 2.187 -1.403  -0.785
C -4.435 2.207 0.235  -0.582
H -4.458 3.290 0.074  0.437
C -5.331 1.593 1.106  -0.885
H -6.071 2.189 1.643  0.406
C -5.275 0.213 1.291  -0.837
H -5.970 -0.305 1.956  0.469
C -4.339 -0.555 0.603  1.182
C -4.317 -2.033 0.831  -1.543
C 0.307 -3.424 -0.380  -0.723
C 1.678 -3.237 -0.096  0.913
C 2.423 -2.046 -0.614  -0.099
C 2.370 -4.234 0.595  -0.993
H 3.428 -4.088 0.794  0.401
C 1.722 -5.385 1.034  -0.865
H 2.265 -6.140 1.594  0.384
C 0.377 -5.591 0.720  -0.855
H -0.144 -6.493 1.038  0.426
C -0.335 -4.626 0.010  1.113
C -1.765 -4.884 -0.341  -1.227
Be -0.928 -0.939 -0.698  -3.740
H -1.977 2.957 -0.883  0.242
H -3.153 2.716 -2.175  0.448
H -1.872 1.503 -1.887  -0.928
H -4.078 -2.592 -0.078  0.148
H -5.307 -2.356 1.181  0.512
H -3.600 -2.330 1.609  0.245
H 3.361 -1.917 -0.054  0.368
H 1.830 -1.133 -0.502  -0.763
H 2.705 -2.154 -1.676  0.256
H -2.390 -3.987 -0.229  -0.042
H -2.167 -5.634 0.346  0.524
H -1.881 -5.255 -1.373  0.220
H -2.262 -2.434 -3.915  0.257
C 0.739 1.251 -0.662  1.404
Si 1.076 1.537 -2.562  0.491
H 0.211 2.146 -0.292  -0.815
H 1.755 1.201 -0.248  -0.624
C 1.026 3.403 -2.660  -1.113
C -0.137 0.780 -3.765  -0.907
C 2.708 0.674 -2.825  -0.944
H 3.337 0.686 -1.925  0.083
H 3.265 1.155 -3.641  0.495
H 2.532 -0.374 -3.108  0.197
H 0.087 3.791 -2.238  0.269
H 1.077 3.718 -3.711  0.425
H 1.859 3.862 -2.110  0.271
H -1.190 0.886 -3.484  0.292
H 0.074 -0.289 -3.908  0.114
H -0.015 1.275 -4.741  0.555
O -4.274 -4.961 1.806  -0.436
N -3.622 -4.749 2.829  0.147
O -2.790 -3.848 2.992  -0.434
O 0.023 0.111 -0.295  1.411